Record 1
ORCA calculation (ωB97M-V/def2-TZVPD) on a molecular structure, C47H38N3O4P2Ti.

Last column: Mulliken charge in e.
Cartesian coordinates (Å):
Ti  -1.0430  1.1799  0.5279  -0.538
O  1.3521  2.5787  3.7079  -0.633
C  0.3876  2.0631  2.9362  0.923
O  0.5714  1.9162  1.6906  0.136
C  -0.8499  1.6415  3.4467  -0.831
C  -1.3293  1.7093  4.7501  -0.612
C  -2.5977  1.2684  5.0691  -1.600
C  -3.3975  0.7720  4.0254  -0.667
C  -2.9112  0.7151  2.7457  0.801
N  -1.6191  1.1143  2.3950  1.588
C  -3.5753  0.2852  1.5543  0.182
O  -4.7993  -0.2076  1.4723  -0.528
O  -2.9146  0.3795  0.4928  -0.255
H  2.0945  2.8138  3.1326  0.507
H  -0.6795  2.1238  5.5083  0.641
H  -2.9736  1.3202  6.0767  0.452
H  -4.4068  0.4425  4.2400  0.344
H  -5.2285  -0.2256  2.3363  0.289
C  -1.6215  5.5082  1.1858  -1.149
C  -1.3311  6.0154  -0.0739  -0.969
C  -1.1520  5.1501  -1.1392  -0.633
C  -1.2598  3.7750  -0.9353  0.667
C  -1.4818  3.2412  0.3388  0.898
C  -1.6774  4.1354  1.3882  -0.599
C  -1.2383  2.7988  -2.0453  1.263
C  -1.1555  3.1922  -3.4013  -1.015
C  -1.2574  2.2544  -4.3769  -1.217
C  -1.4947  0.9063  -4.0326  1.079
C  -1.6939  -0.0964  -5.0063  -0.909
C  -1.9928  -1.3734  -4.6305  -0.876
C  -2.1020  -1.6890  -3.2609  -0.663
C  -1.8836  -0.7426  -2.2984  -0.341
C  -1.5681  0.5803  -2.6630  -0.633
N  -1.3846  1.5271  -1.6932  1.123
H  -1.7893  6.1847  2.0113  0.468
H  -1.2582  7.0828  -0.2278  0.415
H  -0.9479  5.5601  -2.1173  0.421
H  -1.8684  3.7702  2.3913  0.433
H  -1.0189  4.2319  -3.6516  0.402
H  -1.1884  2.5308  -5.4209  0.455
H  -1.6229  0.1727  -6.0504  0.456
H  -2.1685  -2.1364  -5.3748  0.448
H  -2.3746  -2.6910  -2.9642  0.612
H  -2.0138  -0.9885  -1.2514  0.606
C  2.3460  -2.3948  -0.2744  -1.354
N  1.2035  -1.4772  -0.2634  0.553
P  1.4097  0.1767  -0.5883  1.050
C  1.6953  0.3085  -2.3738  0.657
C  1.5400  -0.7769  -3.2298  -0.493
C  1.7226  -0.6213  -4.5949  -0.642
C  2.0570  0.6202  -5.1148  -0.733
C  2.1933  1.7121  -4.2687  -0.819
C  2.0038  1.5597  -2.9049  -0.459
C  3.0406  0.5432  0.1423  0.735
C  4.1548  0.9516  -0.5800  -0.871
C  5.3626  1.1837  0.0666  -0.669
C  5.4708  0.9928  1.4332  -0.721
C  4.3677  0.5599  2.1604  -0.910
C  3.1615  0.3425  1.5200  -0.721
P  -0.1997  -1.7363  0.6697  2.348
C  0.4111  -2.3767  2.2654  0.367
C  0.8435  -3.6920  2.4396  -0.710
C  1.3592  -4.1015  3.6581  -0.706
C  1.4405  -3.2070  4.7177  -0.854
C  0.9984  -1.9028  4.5601  -0.535
C  0.4845  -1.4933  3.3382  -0.324
C  -0.9691  -3.2357  -0.0194  0.491
C  -2.0586  -3.7683  0.6719  -0.856
C  -2.7122  -4.8912  0.1960  -0.667
C  -2.2771  -5.5046  -0.9726  -0.588
C  -1.1990  -4.9807  -1.6669  -0.666
C  -0.5538  -3.8435  -1.1977  -0.554
H  2.9729  -2.1879  -1.1432  0.422
H  1.9964  -3.4233  -0.3351  0.528
H  2.9518  -2.2835  0.6286  0.172
H  1.2617  -1.7411  -2.8286  -0.136
H  1.6022  -1.4695  -5.2533  0.467
H  2.2067  0.7380  -6.1786  0.432
H  2.4429  2.6841  -4.6710  0.474
H  2.1012  2.4204  -2.2491  0.590
H  4.0932  1.0871  -1.6503  0.369
H  6.2207  1.5054  -0.5053  0.471
H  6.4137  1.1674  1.9316  0.413
H  4.4510  0.3858  3.2240  0.510
H  2.3079  -0.0097  2.0923  0.341
H  0.7637  -4.4020  1.6270  0.350
H  1.6936  -5.1209  3.7853  0.460
H  1.8388  -3.5331  5.6686  0.426
H  1.0451  -1.2069  5.3866  0.519
H  0.1217  -0.4797  3.2168  0.380
H  -2.3897  -3.3070  1.5954  0.374
H  -3.5563  -5.2947  0.7379  0.434
H  -2.7798  -6.3884  -1.3390  0.399
H  -0.8591  -5.4539  -2.5783  0.470
H  0.2683  -3.4241  -1.7601  -0.156

Output
- LUMO level (alpha / beta): -3.257 / -3.238 eV
- Frontier orbital gap (alpha / beta): 5.5 / 5.5 eV
- HOMO energy (alpha / beta): -0.32262 / -0.32283 Eh
- Total charge: +1

Record 2
ORCA calculation (ωB97M-V/def2-TZVPD) on a molecular structure, C47H39IrN5OS4Te at a distorted geometry.

Last column: Mulliken charge in e.
Cartesian coordinates (Å):
Ir  -0.3666  -0.1156  -0.5598  1.057
N  -0.4409  0.3541  1.3734  -0.005
S  -0.0882  0.2864  2.7632  2.507
N  0.9596  -0.8345  3.3498  -0.761
S  2.3323  -1.1231  2.7291  2.285
N  3.0141  -0.0301  1.8674  -0.437
S  2.9339  0.0236  0.2156  2.480
N  1.6947  -0.1772  -0.5161  -0.995
C  4.1775  -1.1460  -0.2735  -0.224
C  3.8534  -1.9694  -1.3376  -0.656
C  4.7679  -2.9395  -1.7314  -0.787
C  5.9782  -3.0648  -1.0693  -0.575
C  6.2895  -2.2276  -0.0010  -0.933
C  5.3840  -1.2658  0.4093  0.003
C  3.6880  1.6240  0.0375  -0.019
C  4.8973  1.8326  -0.6033  -0.357
C  5.3660  3.1357  -0.7308  -0.910
C  4.6283  4.1948  -0.2289  -0.826
C  3.4076  3.9671  0.3983  -0.488
C  2.9276  2.6785  0.5320  0.352
C  2.2515  -2.6841  1.9097  0.441
C  3.3556  -3.5296  1.8978  -0.648
C  3.2863  -4.6933  1.1516  -0.862
C  2.1367  -4.9910  0.4287  -0.737
C  1.0480  -4.1312  0.4460  -1.168
C  1.0978  -2.9669  1.1950  0.214
C  3.4139  -1.3827  4.0913  -0.455
C  4.6156  -0.6989  4.1650  0.235
C  5.4607  -0.9700  5.2340  -1.045
C  5.0988  -1.9085  6.1875  -0.518
C  3.8788  -2.5728  6.1028  -0.835
C  3.0215  -2.3122  5.0500  -0.739
C  0.6300  1.7883  3.3968  0.772
C  1.4352  1.7926  4.5311  -0.654
C  2.0149  2.9830  4.9362  -1.012
C  1.7873  4.1477  4.2128  -0.890
C  0.9802  4.1299  3.0857  -0.139
C  0.3933  2.9426  2.6655  -1.025
C  -1.4356  -0.0670  3.8633  -0.021
C  -1.9736  0.9235  4.6670  -0.274
C  -3.0873  0.6233  5.4439  -1.033
C  -3.6405  -0.6453  5.4042  -0.621
C  -3.0941  -1.6268  4.5827  -0.808
C  -1.9884  -1.3418  3.8035  -0.452
H  2.8951  -1.8430  -1.8261  0.599
H  4.5332  -3.5924  -2.5617  0.468
H  6.6878  -3.8195  -1.3830  0.426
H  7.2384  -2.3284  0.5094  0.445
H  5.6064  -0.6165  1.2463  0.440
H  5.4669  1.0074  -1.0081  0.470
H  6.3097  3.3176  -1.2273  0.435
H  4.9983  5.2060  -0.3352  0.402
H  2.8277  4.7970  0.7808  0.460
H  1.9755  2.4861  1.0098  -0.264
H  4.2496  -3.2869  2.4565  0.500
H  4.1321  -5.3674  1.1322  0.444
H  2.0918  -5.9035  -0.1517  0.440
H  0.1530  -4.3522  -0.1209  0.544
H  0.2567  -2.2867  1.2055  0.089
H  4.8649  0.0382  3.4145  0.618
H  6.4039  -0.4469  5.3160  0.490
H  5.7694  -2.1246  7.0086  0.440
H  3.5979  -3.2937  6.8584  0.466
H  2.0627  -2.8091  4.9740  0.502
H  1.6057  0.8780  5.0849  0.679
H  2.6458  3.0033  5.8151  0.484
H  2.2454  5.0748  4.5328  0.440
H  0.8005  5.0373  2.5253  0.631
H  -0.2256  2.9045  1.7811  0.302
H  -1.5425  1.9155  4.6881  0.643
H  -3.5203  1.3867  6.0765  0.458
H  -4.5062  -0.8743  6.0114  0.415
H  -3.5353  -2.6140  4.5495  0.457
H  -1.5629  -2.0944  3.1510  0.389
O  -0.1199  -0.5703  -2.4749  -0.598
N  -1.0170  -1.4016  -3.0298  0.326
C  -0.9810  -1.4650  -4.3812  -0.343
C  -1.7941  -2.3287  -5.0521  -0.746
C  -2.6705  -3.1373  -4.3158  -0.206
C  -2.7176  -3.0172  -2.9522  -0.847
C  -1.8852  -2.1047  -2.2805  0.744
S  -1.9429  -1.8403  -0.5801  -0.493
H  -0.2687  -0.7951  -4.8373  0.511
H  -1.7514  -2.3645  -6.1300  0.414
H  -3.3162  -3.8426  -4.8205  0.412
H  -3.3996  -3.6029  -2.3529  0.426
Te  -1.2359  2.0280  -1.6867  -0.138
C  -2.0295  3.0427  -0.0169  -0.361
C  -1.7256  4.3843  0.2038  -0.361
C  -2.2723  5.0582  1.2909  -0.536
C  -3.1188  4.3972  2.1690  -0.522
C  -3.4256  3.0595  1.9519  -0.442
C  -2.8903  2.3863  0.8633  -0.170
H  -1.0611  4.9082  -0.4729  0.420
H  -2.0378  6.1043  1.4472  0.435
H  -3.5474  4.9246  3.0118  0.409
H  -4.0974  2.5407  2.6254  0.486
H  -3.1359  1.3447  0.6963  0.429

Output
- LUMO level (alpha / beta): -2.514 / -2.469 eV
- Frontier orbital gap (alpha / beta): 5.8 / 5.8 eV
- HOMO energy (alpha / beta): -0.30386 / -0.30449 Eh
- ΔE to the lowest compared entry with this formula, charge and spin: 27.6 kcal per mole
- Total charge: +1

> Which value of total charge does entry 2 give?

+1

> Which value of total charge does entry 2 give?

+1